# 1
50
Properties=species:S:1:pos:R:3:forces:R:3 method="wB97M-V/def2-TZVPD" relative_energy_ev=17.078 homo_energy_ev=-8.41
O 0.217 0.146 1.388 1.135 3.688 -1.478
C 0.925 1.127 1.029 2.108 -3.054 1.613
N 2.244 1.242 1.433 -1.003 -2.159 3.137
H 2.829 2.009 1.270 0.434 1.457 -0.791
C 2.774 0.424 2.588 -1.879 -9.097 -9.496
C 4.020 -0.463 1.864 -0.421 3.201 -2.435
H 3.583 -1.170 1.117 0.207 1.018 0.110
H 4.707 0.480 1.293 -2.144 -2.644 1.165
C 5.057 -1.205 2.615 -1.018 -4.414 -1.621
H 5.376 -0.660 3.395 2.115 1.890 2.486
C 4.541 -2.608 3.124 0.154 3.842 5.458
C 3.443 -2.262 4.278 -2.500 -4.242 0.396
C 3.463 -1.085 5.411 12.538 -12.641 -4.001
H 4.694 -1.115 5.302 -2.383 1.228 1.231
H 3.285 -1.460 6.300 -0.894 -2.257 4.312
C 2.854 -0.032 5.154 -7.337 14.885 -3.681
H 2.863 0.707 6.038 0.401 -0.614 -1.321
H 1.752 -0.181 5.073 0.386 0.026 -0.491
C 3.282 0.936 3.679 5.269 -1.416 9.891
H 2.790 1.730 3.893 -3.054 5.820 1.945
H 4.390 1.180 3.890 -1.421 -0.539 -1.076
H 2.442 -2.314 3.844 -0.190 0.908 -0.636
H 3.244 -3.367 4.739 0.961 2.486 0.016
H 5.232 -3.292 3.706 -0.112 0.934 -1.523
H 4.117 -2.964 2.277 -1.575 -2.082 -2.083
H 5.760 -1.603 1.879 0.855 1.221 0.140
H 1.949 -0.443 2.788 1.639 2.502 -0.546
C 0.731 2.254 0.035 -12.977 0.171 12.077
H 1.425 2.286 -0.492 10.845 1.148 -8.888
H 0.422 3.123 0.746 1.425 -0.856 -1.620
O -0.520 1.973 -0.517 -0.377 6.499 3.310
C -0.544 1.034 -1.246 -0.010 -10.094 -7.248
O 0.447 0.363 -1.702 -2.755 2.707 1.841
C -2.024 0.567 -1.569 4.020 0.714 -1.496
C -2.958 0.593 -0.668 0.553 -0.904 -0.445
C -4.208 0.125 -1.188 -7.854 2.541 9.331
O -5.217 0.418 -0.278 3.969 -1.521 -4.402
N -4.552 -0.498 -2.297 8.159 0.630 -1.188
C -3.525 -0.350 -3.309 -0.506 -1.714 2.421
C -3.753 -0.907 -4.567 -14.261 1.142 9.008
C -3.081 -0.998 -5.534 12.982 -0.594 -7.644
C -1.524 -0.753 -5.201 -4.115 3.023 2.570
C -1.243 -0.070 -3.921 0.683 -1.644 -2.899
C -2.301 0.051 -2.869 2.866 -0.227 -3.725
H -0.127 0.279 -3.786 -2.742 -0.707 0.007
H -1.030 -0.532 -6.116 1.380 -0.322 -0.155
H -3.349 -1.230 -6.511 -0.401 -0.543 -1.384
H -5.126 -1.061 -4.760 3.994 0.259 0.689
H -5.400 -0.429 -2.636 -5.691 0.229 -1.339
H -2.597 0.842 0.319 -1.458 0.119 0.461

***

# 2
107
Properties=species:S:1:pos:R:3:forces:R:3 method="wB97M-V/def2-TZVPD" homo_energy_ev=-7.82 smiles="C[Si](C)(C)N1c2ccccc2Sc2ccc(C[C@@H](O)CN)cc21.COC(=O)OC.COC(=O)OC.COC(=O)OC.COC(=O)OC.COC(=O)OC"
C 7.214 1.902 0.967 0.301 -0.160 -0.137
Si 6.013 0.984 -0.128 -0.012 -1.042 0.497
C 6.026 -0.813 0.505 -0.104 0.305 -0.386
C 6.615 0.896 -1.913 0.307 -0.319 -0.086
N 4.334 1.572 0.099 0.538 1.038 -1.195
C 4.179 3.011 0.086 0.130 0.073 1.455
C 4.286 3.695 1.310 -0.036 0.037 0.676
C 4.098 5.071 1.415 0.006 -0.332 -0.881
C 3.819 5.768 0.242 -0.040 0.999 0.804
C 3.712 5.134 -0.967 -0.123 0.355 -0.419
C 3.884 3.768 -1.032 -0.205 -1.195 -0.998
S 3.688 2.910 -2.595 -0.169 -0.024 0.041
C 3.013 1.358 -2.014 0.517 0.830 0.287
C 2.098 0.623 -2.746 -0.282 0.336 -0.507
C 1.584 -0.549 -2.242 -0.475 -0.678 -0.330
C 1.968 -1.052 -1.005 -0.101 0.058 0.125
C 1.401 -2.372 -0.485 1.072 0.105 0.350
C 1.965 -2.797 0.891 -0.791 -0.287 0.046
O 1.349 -2.034 1.928 0.083 -0.125 -0.168
C 1.843 -4.339 1.126 0.879 1.165 -0.217
N 3.068 -4.997 0.598 -0.375 0.232 0.277
C 2.876 -0.291 -0.287 -0.028 -0.521 0.523
C 3.413 0.896 -0.768 -0.170 -0.340 0.520
H 8.061 1.208 1.104 -0.199 0.182 -0.090
H 7.633 2.795 0.486 -0.255 0.054 0.395
H 6.812 2.082 1.971 0.075 0.268 -0.278
H 5.450 -0.930 1.432 0.158 -0.063 -0.193
H 5.624 -1.468 -0.283 -0.018 0.044 0.355
H 7.068 -1.116 0.680 -0.221 0.048 0.010
H 6.871 -0.152 -2.142 -0.125 0.233 0.159
H 7.558 1.450 -2.037 -0.389 0.092 -0.063
H 5.884 1.203 -2.667 0.208 0.155 0.199
H 4.484 3.148 2.232 -0.042 -0.164 -0.381
H 4.137 5.621 2.351 0.089 -0.363 -0.036
H 3.646 6.843 0.314 0.078 -0.224 -0.169
H 3.483 5.716 -1.859 -0.007 -0.267 0.121
H 1.749 0.970 -3.718 0.165 0.057 0.227
H 0.850 -1.095 -2.837 0.172 0.093 0.108
H 0.308 -2.308 -0.381 0.177 -0.193 -0.276
H 1.694 -3.157 -1.203 -0.452 0.155 0.018
H 3.039 -2.581 0.962 -0.267 0.059 -0.029
H 0.413 -2.273 1.970 0.074 -0.012 0.188
H 1.804 -4.444 2.217 -0.226 -0.389 -0.316
H 0.948 -4.738 0.632 0.116 -0.033 0.296
H 3.383 -4.437 -0.194 -0.023 -0.326 -0.096
H 3.793 -4.844 1.296 -0.022 -0.200 -0.111
H 3.186 -0.620 0.701 -0.076 0.262 -0.164
C -0.992 -5.046 -2.105 0.321 -0.081 -0.183
O -2.044 -4.460 -1.343 0.017 -0.004 0.113
C -3.136 -4.124 -2.035 0.111 -0.040 0.122
O -3.315 -4.284 -3.212 0.025 0.020 0.051
O -3.987 -3.575 -1.170 -0.176 0.078 0.034
C -5.235 -3.157 -1.728 -0.286 0.100 -0.069
H -0.183 -5.267 -1.413 -0.121 0.056 0.117
H -1.311 -5.972 -2.580 -0.102 0.092 -0.060
H -0.630 -4.342 -2.854 -0.082 -0.063 -0.081
H -5.775 -4.006 -2.142 0.100 0.020 -0.119
H -5.078 -2.394 -2.489 0.013 -0.109 -0.075
H -5.826 -2.728 -0.923 0.185 -0.024 0.112
C -5.777 0.911 -3.173 0.205 0.009 -0.187
O -6.627 0.409 -2.139 0.025 -0.058 -0.018
C -7.499 1.303 -1.665 -0.074 -0.080 0.138
O -7.613 2.443 -2.032 -0.008 -0.042 -0.046
O -8.221 0.708 -0.715 0.057 -0.050 -0.050
C -9.206 1.544 -0.105 -0.197 0.102 0.232
H -5.121 0.097 -3.471 -0.102 -0.098 0.136
H -6.364 1.223 -4.036 -0.006 0.116 0.075
H -5.170 1.736 -2.806 -0.116 0.070 -0.035
H -9.933 1.882 -0.841 0.080 0.073 -0.006
H -8.736 2.395 0.386 0.012 0.045 -0.138
H -9.717 0.943 0.641 0.110 -0.158 -0.095
C -1.766 -3.049 6.154 0.148 -0.013 0.285
O -2.814 -2.916 5.193 0.023 -0.018 -0.052
C -2.402 -2.941 3.926 -0.198 0.040 0.025
O -1.259 -3.062 3.557 0.031 0.026 -0.010
O -3.466 -2.809 3.136 0.112 0.000 0.112
C -3.146 -2.823 1.744 -0.026 0.026 -0.377
H -2.227 -3.014 7.137 -0.178 0.021 -0.116
H -1.256 -4.004 6.037 0.066 0.074 -0.097
H -1.058 -2.226 6.067 0.050 -0.085 -0.102
H -2.689 -3.770 1.463 0.074 0.066 0.003
H -2.485 -1.991 1.499 0.082 -0.079 0.015
H -4.070 -2.705 1.190 -0.100 -0.016 0.233
C -14.502 -1.529 -2.030 -0.212 -0.155 0.145
O -13.853 -0.826 -3.091 0.014 0.013 -0.030
C -12.635 -0.378 -2.786 -0.048 0.013 -0.078
O -12.073 -0.520 -1.730 -0.011 0.026 -0.009
O -12.146 0.254 -3.853 -0.033 -0.027 -0.007
C -10.835 0.786 -3.661 0.318 0.143 -0.086
H -15.476 -1.838 -2.401 0.066 0.098 -0.175
H -13.933 -2.415 -1.752 0.068 0.096 0.076
H -14.643 -0.880 -1.168 0.130 -0.041 0.023
H -10.123 -0.012 -3.449 -0.052 0.021 0.147
H -10.833 1.524 -2.861 0.017 -0.092 0.052
H -10.544 1.276 -4.587 -0.213 -0.057 -0.066
C 12.788 4.057 3.036 0.272 -0.110 -0.053
O 11.697 4.618 3.767 -0.004 0.019 0.043
C 10.620 4.879 3.028 -0.176 0.065 0.123
O 10.506 4.684 1.846 0.080 -0.022 0.046
O 9.678 5.395 3.825 0.112 -0.050 -0.121
C 8.459 5.699 3.140 -0.267 0.061 0.064
H 13.596 3.892 3.743 -0.139 0.080 0.136
H 12.505 3.103 2.595 -0.051 0.087 -0.099
H 13.129 4.747 2.265 -0.106 -0.062 -0.070
H 8.028 4.793 2.716 0.064 0.062 -0.139
H 8.629 6.446 2.367 0.023 -0.129 -0.085
H 7.771 6.104 3.878 0.161 -0.026 0.127

***

# 3
26
Properties=species:S:1:pos:R:3:forces:R:3 method="wB97M-V/def2-TZVPD" relative_energy_ev=8.227 homo_energy_ev=-8.53
C 1.220 -0.543 0.795 0.315 2.592 -0.728
C 1.482 -0.454 -0.800 1.270 3.629 -0.370
C 0.922 -1.376 -1.906 -2.299 3.891 2.119
C -0.662 -1.287 -1.336 0.045 0.884 -0.438
C -1.437 0.748 -0.184 -6.469 5.241 3.210
C 1.813 1.010 1.432 4.603 -2.198 1.138
H -0.720 -0.087 1.691 -0.158 1.652 -0.079
H 0.112 -1.245 2.331 -0.185 0.046 -0.995
H 1.908 -1.445 0.873 -0.873 1.367 1.564
H 2.543 -0.592 -0.763 0.878 0.062 -0.213
H 1.471 0.723 -1.289 0.160 -2.844 1.824
H 1.414 -2.293 -1.753 0.087 -1.469 -0.568
H 1.246 -0.705 -2.829 -1.311 -2.325 1.210
H -0.810 -1.450 -0.137 0.582 -1.364 -3.000
H -1.446 -1.674 -2.065 1.054 0.176 1.211
H -0.003 0.901 -1.449 -3.253 -2.310 -0.017
H -3.443 -0.122 0.152 2.416 0.209 0.090
H -2.614 0.527 1.530 0.501 -1.004 -3.196
H -2.433 2.752 0.403 4.119 -3.676 -0.076
H 0.190 1.909 0.990 -0.275 1.180 -0.146
N -0.102 -0.796 1.417 2.717 -2.876 1.123
N -0.906 0.203 -1.230 3.947 1.876 -1.462
N -2.457 0.065 0.534 -2.942 -0.288 1.868
N -1.359 2.083 0.302 -0.875 -0.400 -2.110
O 1.113 2.122 1.327 -0.304 -1.740 -0.176
O 2.958 1.026 1.965 -3.748 -0.310 -1.783

***

| no. | HOMO-LUMO gap (eV) | lowest unoccupied orbital energy (eV) |
| --- | --- | --- |
| 1 | 8.403 | 0.00 |
| 2 | 8.226 | 0.40 |
| 3 | 8.895 | 0.37 |